DFT (the ωB97M-V functional and the def2-TZVPD basis) results for 2 unconnected molecules or ions with the total composition C20H35NO9PS3.

Last column: natural (NBO) charge in e.
Cartesian coordinates (Å):
C -2.74982 -3.93873 2.13089  -0.376
C -2.36846 -3.72855 0.87585  -0.202
C -3.25355 -2.95894 -0.06482  -0.453
C -2.65215 -1.89140 -1.00551  -0.268
C -1.83740 -2.49198 -2.14798  -0.235
P -2.91503 -3.42627 -3.33139  0.858
S -3.22827 -2.50488 -5.00885  -0.565
O -0.82918 -3.40085 -1.66182  -0.697
S 0.32447 -2.57654 -0.89653  2.349
O 1.23733 -2.10808 -1.88825  -0.924
O 0.92110 -3.47476 0.03274  -0.915
C -0.37680 -1.11951 0.00698  -0.405
S -0.08497 -1.49610 1.80087  0.046
C 0.64556 0.02668 -0.32662  -0.378
C 2.06145 -0.10687 0.26046  -0.455
C 3.01618 0.73171 -0.61588  -0.061
O 3.09976 2.05697 -0.04840  -0.586
C 4.34324 2.31600 0.52059  0.820
C 5.13541 3.33556 -0.23208  -0.730
O 4.68792 1.76599 1.54671  -0.559
C -1.89582 -0.72835 -0.31153  0.102
C -2.69419 -0.36548 0.94133  -0.479
C -2.25589 0.93713 1.65986  -0.411
C -3.28748 2.09134 1.57059  -0.403
C -2.59728 3.42135 1.24610  -0.217
N -3.47355 4.54409 1.63925  -0.854
C -1.90760 0.48312 -1.27720  -0.572
C -3.23357 0.91746 -1.89302  0.800
O -3.20204 1.63912 -2.86955  -0.542
O -4.45246 0.54178 -1.36206  -0.733
H -2.27430 -4.67642 2.74949  0.207
H -3.59061 -3.36825 2.50264  0.179
H -1.43318 -4.17089 0.57039  0.226
H -3.72379 -3.69982 -0.70896  0.215
H -4.06954 -2.55401 0.52042  0.226
H -3.52670 -1.50623 -1.53240  0.245
H -1.36126 -1.70505 -2.72833  0.242
H -2.25616 -4.66055 -3.49134  -0.011
H -4.11951 -3.74874 -2.68171  -0.025
H 0.17978 -0.26272 2.25777  0.130
H 0.70499 0.18122 -1.39466  0.223
H 0.26818 0.95391 0.09256  0.205
H 2.12951 0.35013 1.23290  0.233
H 2.43158 -1.12397 0.22764  0.232
H 2.62843 0.87929 -1.61952  0.174
H 3.99458 0.26921 -0.70142  0.215
H 4.49473 4.20853 -0.33666  0.208
H 6.07010 3.54995 0.25979  0.289
H 5.32364 2.90660 -1.21131  0.250
H -3.74812 -0.25277 0.72135  0.230
H -2.66270 -1.13988 1.69404  0.247
H -2.14033 0.72730 2.71705  0.220
H -1.30791 1.32188 1.29873  0.192
H -4.05423 1.89644 0.83002  0.176
H -3.75343 2.24562 2.53548  0.214
H -1.64452 3.48529 1.76133  0.185
H -2.41190 3.49186 0.17459  0.178
H -3.70593 5.10436 0.83581  0.360
H -3.03164 5.11818 2.33861  0.362
H -1.52315 1.38496 -0.82534  0.259
H -1.30231 0.23207 -2.13787  0.248
H -4.89869 1.35886 -1.12101  0.503
C 8.42778 0.40198 1.42482  -0.737
C 8.14333 1.02768 0.04092  0.764
O 8.16300 0.25077 -0.93786  -0.787
O 7.91506 2.26155 0.05115  -0.821
H 8.61449 -0.66964 1.34362  0.190
H 9.30265 0.87846 1.87335  0.193
H 7.57114 0.56186 2.08322  0.206

## Properties
Calculated total energy in Eh: -3050.8835
E_HOMO in eV: -4.03
Charge: -1
E_LUMO in eV: 1.574
Largest force on an atom in hartree/bohr: 0.0465
ΔE to the lowest compared entry with this formula, charge and spin in kcal per mole: 0.0
Multiplicity: 1

DFT (the ωB97M-V functional and the def2-TZVPD basis) results for a molecular structure, C2H4N4O.

Last column: natural (NBO) charge in e.
Cartesian coordinates (Å):
C 0.70162 -0.05860 -0.20537  0.224
C -0.62006 -0.43399 -0.15685  0.200
H 2.30379 1.01876 0.45466  0.419
H 0.92439 1.71994 -0.58371  0.376
H -1.57227 1.53047 0.00477  0.407
H -2.67234 -0.36377 0.55544  0.440
N 1.23251 1.17580 0.18933  -0.809
N 1.53900 -1.00400 -0.22368  -0.145
N -0.62153 -1.72949 0.07188  -0.093
N -1.83270 0.26763 -0.14639  -0.848
O 0.61758 -2.12274 0.03992  -0.171

## Properties
Calculated total energy in Eh: -372.6838
E_HOMO in eV: -8.93
E_LUMO in eV: 0.052
Largest force on an atom in hartree/bohr: 0.1105
ΔE to the lowest compared entry with this formula, charge and spin in kcal per mole: 135.9
Multiplicity: 1

DFT (the ωB97M-V functional and the def2-TZVPD basis) results for a molecular structure, C29H25ClN4ORuSSe.

Last column: Mulliken spin population.
Cartesian coordinates (Å):
Ru -1.12644 -13.70295 10.94419  2.482
Cl -0.23110 -20.52883 13.36424  0.003
C -0.75885 -19.01913 12.71717  0.018
C -2.13168 -18.71145 12.61931  0.002
C -2.53397 -17.50705 12.16518  0.021
C -1.63774 -16.49357 11.76462  0.017
O -2.09292 -15.33495 11.35367  0.012
C -0.25475 -16.74763 12.06089  0.062
C 0.76741 -15.88159 11.76771  0.007
N 0.60782 -14.67453 11.29508  -0.036
C 1.74702 -13.93183 10.84484  -0.064
C 3.08354 -14.30623 10.83892  0.001
C 4.03736 -13.41943 10.38406  -0.004
C 3.71886 -12.17471 9.90441  0.005
C 2.39964 -11.78138 9.79476  -0.006
C 1.96439 -10.53644 9.24474  0.035
C 0.64046 -10.22689 9.12404  -0.006
C -0.29485 -11.18398 9.55872  0.077
N 0.07679 -12.31411 10.14489  -0.067
C 1.41889 -12.67156 10.28631  0.060
C 0.13026 -18.00836 12.53289  -0.011
H -2.86751 -19.47003 12.85184  0.000
H -3.67044 -17.36212 12.03134  0.001
H 1.83536 -16.19190 11.86935  -0.006
H 3.54718 -15.27488 11.16598  -0.001
H 5.07298 -13.78739 10.32949  0.000
H 4.56924 -11.62651 9.51643  0.000
H 2.70538 -9.84025 8.92294  0.001
H 0.32165 -9.34916 8.66583  0.000
H -1.38190 -11.12041 9.43901  -0.005
H 1.16083 -18.07957 12.86185  0.000
S -3.19594 -12.63818 10.63710  0.119
C -4.09226 -13.46123 11.85857  -0.035
N -5.24854 -14.03319 11.46796  0.015
C -6.05092 -14.65674 12.35147  -0.004
C -5.67178 -14.77776 13.67280  0.007
C -4.53025 -14.14938 14.02979  -0.001
N -3.77080 -13.52635 13.13054  0.005
H -5.38828 -14.10233 10.48413  0.006
H -6.91921 -15.22475 11.97175  0.000
H -6.26083 -15.40560 14.32817  0.000
H -4.10587 -14.27190 15.02561  -0.001
C -1.39727 -12.26350 19.07226  -0.005
C -1.08296 -12.26571 17.61353  0.118
C -0.83183 -13.44566 16.97711  -0.020
C -0.79577 -13.44038 15.55210  0.045
C -0.60158 -14.71239 14.78161  0.014
C -0.84340 -12.17863 14.89168  0.060
Se -0.78958 -11.92434 13.10534  0.910
C -1.00630 -10.91958 15.62072  0.106
C -1.04724 -9.59186 14.87339  0.023
C -1.18161 -11.03720 16.94688  -0.014
H -1.19372 -11.28499 19.61713  0.003
H -0.76685 -13.01760 19.61514  0.004
H -2.44920 -12.50035 19.18024  0.017
H -0.75478 -14.29678 17.67315  0.005
H -0.09420 -15.48068 15.43562  0.004
H 0.10415 -14.58371 14.00778  0.005
H -1.51834 -15.17206 14.40345  0.007
H -0.08834 -9.19434 14.66491  0.002
H -1.54627 -8.83466 15.52726  0.004
H -1.60660 -9.58315 13.97375  -0.002
H -1.44528 -10.07800 17.46262  0.003

## Properties
Calculated total energy in Eh: -4768.5050
E_HOMO (alpha / beta) in eV: -13.17 / -13.49
Charge: +2
E_LUMO (alpha / beta) in eV: -6.330 / -7.555
Largest force on an atom in hartree/bohr: 0.0615
ΔE to the lowest compared entry with this formula, charge and spin in kcal per mole: 0.0
Multiplicity: 5

DFT (the ωB97M-V functional and the def2-TZVPD basis) results for C6H12OS in the gas phase.

Last column: natural (NBO) charge in e.
Cartesian coordinates (Å):
C -1.50585 1.25005 -0.58767  -0.634
C -0.14323 0.72596 -0.98087  0.205
C -0.08322 0.29552 -2.43140  -0.647
C 0.76631 0.09752 -0.01877  0.205
C 1.72496 -1.00165 -0.38799  -0.645
C 0.36486 0.02440 1.46693  -0.518
H -1.76562 2.23479 -1.10841  0.223
H -2.24323 0.50996 -0.91534  0.218
H -1.61645 1.35107 0.48457  0.220
H -0.44222 -0.79829 -2.63582  0.224
H 0.98454 0.23923 -2.75596  0.226
H -0.65769 0.99383 -3.13413  0.224
H 1.99599 -0.97847 -1.46757  0.223
H 1.35092 -1.98453 -0.13695  0.237
H 2.67632 -0.82011 0.14603  0.219
H 0.06152 0.99799 1.80089  0.231
H 1.27637 -0.32495 1.96990  0.225
H -0.67591 -1.70239 2.94928  0.145
O 0.96445 1.49368 -0.45967  -0.505
S -0.96269 -1.25115 1.63247  -0.077

## Properties
Calculated total energy in Eh: -709.1947
E_HOMO in eV: -9.30
Structure (SMILES): CC1(C)O[C@@]1(C)CS
E_LUMO in eV: 0.691
Largest force on an atom in hartree/bohr: 0.0410
ΔE to the lowest compared entry with this formula, charge and spin in kcal per mole: 28.0
Multiplicity: 1

DFT (the ωB97M-V functional and the def2-TZVPD basis) results for 3 unconnected molecules or ions with the total composition C4H13N2O.

Last column: Mulliken spin population.
Cartesian coordinates (Å):
C 2.20513 0.58408 -1.29626  0.000
C 0.84042 0.93609 -0.74274  0.000
C -0.24470 0.40189 -1.44487  0.000
C -0.42693 -0.60733 -2.38011  0.000
N -3.67950 -0.45644 3.77137  1.028
N 3.31638 1.19783 -0.61305  0.000
H 2.24434 -0.51240 -1.36385  0.000
H 2.20130 1.00318 -2.31320  0.000
H 0.65168 1.97787 -0.47208  0.000
H 0.21972 -0.74452 0.41337  0.000
H 0.14482 -1.52142 -2.55152  0.000
H -1.37942 -0.59551 -2.90645  0.000
H -3.86074 -1.45817 3.93026  -0.008
H -4.39459 -0.01092 3.16802  -0.011
H -3.54170 0.21883 4.54229  -0.009
H 3.41055 0.84815 0.33243  0.000
H 4.17620 1.08510 -1.13142  0.000
H -1.21720 0.85243 -1.24719  0.000
H -0.66929 -1.62963 1.48182  0.000
O 0.00354 -1.56910 0.82318  0.001

## Properties
Calculated total energy in Eh: -344.0870
E_HOMO (alpha / beta) in eV: -15.78 / -15.78
Charge: +2
E_LUMO (alpha / beta) in eV: -9.941 / -13.146
Largest force on an atom in hartree/bohr: 0.0943
ΔE to the lowest compared entry with this formula, charge and spin in kcal per mole: 136.5
Multiplicity: 2